# C2H8S2Si2

C2H8S2Si2 as an isolated structure (wB97M-V/def2-TZVPD, OMol25).

Calculated values
* frontier orbital gap: 7.30 eV

```
! RIJCOSX wB97M-V def2-TZVPD def2/J DEFGRID3
* xyz 0 1
C 0.45 1.55 -0.21
C -1.09 1.46 -0.14
Si 0.66 -1.92 -1.15
Si -0.25 -0.90 1.25
S 1.43 0.46 0.94
S -1.52 -0.24 -0.54
H 0.84 1.16 -1.11
H 0.74 2.65 -0.09
H -1.25 1.63 0.93
H -1.69 2.18 -0.71
H 1.90 -1.80 -1.95
H -0.24 -2.59 -2.20
H -0.20 -2.15 2.00
H -1.19 -0.14 2.19
*
```

***

# C2H3I3O2

A 2-piece molecular cluster, C2H3I3O2 overall (wB97M-V/def2-TZVPD, OMol25).

Calculated values
* frontier orbital gap: 8.80 eV

```
! RIJCOSX wB97M-V def2-TZVPD def2/J DEFGRID3
* xyz 0 1
C -0.04 0.49 1.20
C -1.24 1.16 0.74
O 0.64 -0.39 0.46
O -1.64 2.18 1.18
I 2.28 -1.32 -3.77
I -0.89 -0.83 2.84
I -2.05 0.24 -1.04
H 0.53 1.12 1.84
H 0.66 -0.02 -0.41
H 1.74 -2.64 -3.04
*
```

***

# H16O8

A 8-piece molecular cluster, H16O8 overall (wB97M-V/def2-TZVPD, OMol25).

Calculated values
* frontier orbital gap: 10.95 eV

```
! RIJCOSX wB97M-V def2-TZVPD def2/J DEFGRID3
* xyz 0 1
O -17.29 -3.43 20.07
H -17.30 -4.34 20.26
H -16.47 -3.28 19.58
O -18.77 -9.10 21.32
H -19.66 -9.02 20.89
H -18.72 -8.19 21.67
O -16.90 -9.93 23.14
H -16.84 -9.39 23.90
H -17.64 -9.65 22.60
O -16.13 -6.37 23.33
H -16.14 -5.48 23.69
H -15.72 -6.90 24.02
O -18.14 -3.93 23.46
H -18.18 -4.79 23.16
H -17.28 -3.55 23.23
O -21.00 -6.02 21.66
H -20.16 -6.38 22.03
H -20.69 -5.14 21.54
O -17.89 -6.05 20.11
H -17.46 -6.67 19.57
H -18.71 -6.07 19.68
O -18.54 -6.80 22.50
H -17.75 -6.92 23.02
H -18.21 -6.55 21.61
*
```

***

# C57H43As2Cl3N6ORbS

C57H43As2Cl3N6ORbS as an isolated structure (wB97M-V/def2-TZVPD, OMol25).

Calculated values
* frontier orbital gap: 6.83 eV

```
! RIJCOSX wB97M-V def2-TZVPD def2/J DEFGRID3
* xyz -1 1
Rb -0.22 -1.23 -1.99
C 3.36 -0.99 1.15
C 3.56 -2.15 1.84
C 3.18 -3.33 1.17
C 2.52 -3.34 -0.06
N 2.25 -2.17 -0.68
C 2.70 -1.08 -0.06
N 2.24 -4.62 -0.53
C 1.29 -4.88 -1.39
N 0.19 -4.17 -1.85
C -0.49 -4.96 -2.67
N -1.57 -4.68 -3.33
C -2.26 -3.48 -3.21
C -2.60 -2.73 -4.31
C -3.31 -1.56 -4.18
C -3.77 -1.17 -2.95
C -3.47 -2.06 -1.90
N -2.72 -3.14 -2.01
C 0.18 -6.28 -2.83
C -0.13 -7.42 -3.55
C 0.79 -8.46 -3.53
C 1.99 -8.30 -2.91
C 2.23 -7.24 -2.03
C 1.31 -6.20 -2.06
H 3.48 -0.02 1.61
H 3.94 -2.28 2.82
H 3.32 -4.21 1.82
H 2.53 -0.16 -0.56
H -2.24 -3.06 -5.28
H -3.46 -1.01 -5.08
H -4.28 -0.23 -2.85
H -3.86 -1.76 -0.92
H -1.11 -7.46 -4.06
H 0.65 -9.39 -4.04
H 2.73 -9.15 -2.94
H 3.12 -7.22 -1.48
Cl -5.94 4.14 -3.88
C -4.60 3.14 -3.43
C -4.31 3.00 -2.08
C -3.12 2.51 -1.62
Cl -2.80 2.64 0.08
C -2.11 1.99 -2.49
O -1.05 1.43 -2.09
C -2.47 2.17 -3.90
Cl -1.33 1.64 -5.10
C -3.69 2.69 -4.36
H -4.97 3.41 -1.36
H -3.85 2.90 -5.40
C 0.33 1.60 2.49
C -0.17 0.78 1.29
As -1.65 -0.58 1.51
C -0.90 -1.88 2.79
C 0.31 -1.78 3.46
C 0.66 -2.84 4.29
C -0.10 -4.02 4.42
C -1.29 -4.08 3.74
C -1.70 -3.02 2.93
C -2.84 0.42 2.67
C -4.10 0.79 2.16
C -4.97 1.59 2.91
C -4.66 1.99 4.17
C -3.45 1.60 4.73
C -2.56 0.80 4.03
As 1.82 2.80 1.88
C 2.11 3.60 3.64
C 1.27 3.58 4.75
C 1.69 4.10 5.95
C 2.98 4.58 6.11
C 3.82 4.66 5.03
C 3.36 4.20 3.79
C 0.79 4.09 0.84
C 0.03 5.06 1.51
C -0.80 5.88 0.78
C -0.84 5.76 -0.60
C -0.15 4.72 -1.28
C 0.68 3.90 -0.53
H 0.72 1.02 3.33
H -0.43 2.28 2.76
H 0.63 0.17 0.81
H -0.56 1.47 0.47
H 0.94 -0.91 3.46
H 1.57 -2.63 4.89
H 0.25 -4.87 4.99
H -1.91 -5.00 3.73
H -2.56 -3.14 2.23
H -4.35 0.45 1.18
H -5.98 1.84 2.48
H -5.35 2.68 4.67
H -3.21 1.94 5.73
H -1.69 0.37 4.55
H 0.30 3.15 4.70
H 1.00 4.02 6.78
H 3.31 4.96 7.08
H 4.88 4.95 5.15
H 4.03 4.23 2.90
H 0.05 5.12 2.57
H -1.33 6.64 1.32
H -1.42 6.42 -1.25
H -0.19 4.65 -2.34
H 1.34 3.16 -0.98
S 4.57 -1.03 -3.83
C 2.90 -1.37 -3.58
N 2.08 -0.38 -3.41
C 2.82 0.82 -3.46
C 2.22 2.09 -3.34
C 2.98 3.22 -3.46
C 4.37 3.08 -3.74
C 4.99 1.82 -3.83
C 4.19 0.70 -3.71
H 2.57 -2.39 -3.67
H 1.17 2.09 -3.11
H 2.59 4.19 -3.26
H 4.94 3.99 -3.84
H 6.05 1.79 -3.90
*
```

***

# C5H6N

An isolated ion of composition C5H6N and charge +1 (wB97M-V/def2-TZVPD, OMol25).

Calculated values
* frontier orbital gap: 9.83 eV

```
! RIJCOSX wB97M-V def2-TZVPD def2/J DEFGRID3
* xyz 1 1
C -0.25 0.15 -1.85
C 0.52 -0.44 -1.07
C -1.11 1.17 0.30
C 1.00 -1.01 0.13
C 0.37 -0.28 1.40
N -0.45 0.58 1.16
H -0.34 0.72 -2.74
H -1.85 0.60 -0.30
H -1.09 2.33 0.24
H 0.48 -1.92 0.23
H 2.15 -1.16 0.13
H 0.56 -0.73 2.38
*
```

***

# C4H6F2O2

One molecule with the formula C4H6F2O2 (wB97M-V/def2-TZVPD, OMol25).

Calculated values
* frontier orbital gap: 10.71 eV

```
! RIJCOSX wB97M-V def2-TZVPD def2/J DEFGRID3
* xyz 0 1
C -0.27 0.00 1.55
C -0.74 -0.12 0.10
C 0.22 0.29 -0.86
C 0.93 -0.45 -1.69
H 1.76 0.02 1.28
H -0.44 1.12 1.67
H -0.82 -0.64 2.29
H -0.93 -1.24 -0.16
H -2.20 0.54 -0.96
H 1.00 -1.53 -1.82
O 1.08 -0.46 1.75
O -1.97 0.57 0.07
F 0.52 1.66 -0.86
F 1.87 0.23 -2.35
*
```

***

# C4H15N2O

A 2-piece molecular cluster, C4H15N2O overall (wB97M-V/def2-TZVPD, OMol25).

Calculated values
* frontier orbital gap: 11.01 eV

```
! RIJCOSX wB97M-V def2-TZVPD def2/J DEFGRID3
* xyz 1 1
C -1.18 1.64 -0.58
C -0.46 0.31 -0.41
C 0.11 -0.25 -1.69
C 0.68 -1.69 -1.55
N 0.93 -2.10 -0.17
N 0.69 0.45 0.61
H -0.50 2.37 -1.03
H -1.43 2.07 0.39
H -2.05 1.47 -1.22
H -1.10 -0.33 0.20
H -0.71 -0.27 -2.42
H 0.86 0.37 -2.17
H 1.60 -1.70 -2.12
H 0.05 -2.45 -2.02
H 1.69 -2.77 -0.12
H 0.20 -2.54 0.38
H 0.23 0.54 1.53
H 1.23 1.27 0.36
H 1.19 -0.47 0.55
H -1.58 1.37 3.31
H -0.11 1.23 3.61
O -0.70 1.40 2.90
*
```

***

# C25H28AlN3O2S2Se2Te

C25H28AlN3O2S2Se2Te as an isolated structure (wB97M-V/def2-TZVPD, OMol25).

Calculated values
* frontier orbital gap: 6.82 eV

```
! RIJCOSX wB97M-V def2-TZVPD def2/J DEFGRID3
* xyz 2 1
Al 0.69 0.36 -1.61
C -2.24 2.04 -3.63
Se -0.51 1.16 -3.82
C 0.55 2.80 -4.12
C 1.26 3.33 -2.90
Se 2.59 2.00 -2.32
C 3.17 2.80 -0.65
H -2.44 2.54 -4.57
H -2.22 2.74 -2.80
H -2.99 1.27 -3.46
H -0.16 3.53 -4.51
H 1.26 2.57 -4.91
H 0.58 3.53 -2.07
H 1.79 4.25 -3.15
H 2.32 3.05 -0.03
H 3.76 3.69 -0.88
H 3.79 2.07 -0.15
N 1.72 -5.50 3.89
C 1.94 -4.35 3.22
C 0.93 -3.78 2.42
C 1.15 -2.60 1.75
C 2.40 -1.98 1.84
C 3.42 -2.54 2.60
C 3.19 -3.71 3.29
S 2.69 -0.49 1.00
O 2.05 0.64 1.64
O 4.07 -0.34 0.69
N 1.84 -0.62 -0.43
C 2.17 -1.44 -1.44
S 3.37 -2.62 -1.65
C 2.81 -2.86 -3.28
C 1.79 -2.05 -3.57
N 1.41 -1.22 -2.53
H 0.84 -5.98 3.82
H 2.43 -5.92 4.46
H -0.03 -4.27 2.35
H 0.37 -2.16 1.15
H 4.39 -2.05 2.64
H 3.98 -4.14 3.89
H 3.29 -3.59 -3.91
H 1.25 -2.01 -4.51
Te -0.51 1.61 0.44
C -2.47 2.10 -0.30
C -2.90 3.41 -0.13
C -4.19 3.76 -0.49
C -5.06 2.80 -0.99
C -4.63 1.49 -1.15
C -3.33 1.14 -0.81
C -1.27 0.24 1.87
C -2.10 -0.83 1.55
C -2.61 -1.60 2.58
C -2.29 -1.32 3.90
C -1.45 -0.26 4.21
C -0.93 0.53 3.19
H -2.23 4.16 0.28
H -4.53 4.78 -0.37
H -6.08 3.07 -1.25
H -5.31 0.74 -1.53
H -2.99 0.12 -0.96
H -2.35 -1.06 0.53
H -3.27 -2.43 2.35
H -2.71 -1.92 4.70
H -1.19 -0.04 5.23
H -0.27 1.35 3.42
*
```

***

# C4H4N2O2

C4H4N2O2 as an isolated structure (wB97M-V/def2-TZVPD, OMol25).

Calculated values
* frontier orbital gap: 9.21 eV

```
! RIJCOSX wB97M-V def2-TZVPD def2/J DEFGRID3
* xyz 0 1
C 0.70 -0.38 1.97
C 0.22 -1.09 0.83
C -0.23 -0.37 -0.24
C -0.58 1.53 -1.46
H 0.39 0.59 2.23
H 0.67 -2.24 0.91
H -1.07 -1.32 -2.00
H -0.88 2.64 -1.58
N -0.57 -0.44 -1.56
N -1.09 0.68 -2.09
O 1.51 -1.04 2.61
O -0.04 1.10 -0.18
*
```

***

# C34H22BrN8O3SSc

C34H22BrN8O3SSc as an isolated structure (wB97M-V/def2-TZVPD, OMol25).

Calculated values
* frontier orbital gap: 5.57 eV

```
! RIJCOSX wB97M-V def2-TZVPD def2/J DEFGRID3
* xyz 0 1
Sc -0.11 0.04 -0.10
O -2.66 -0.79 6.49
C -1.54 -0.31 6.25
O -0.61 0.04 6.99
C -1.24 -0.14 4.74
C -0.03 0.38 4.31
C 0.22 0.49 2.96
N -0.67 0.07 2.04
C -1.86 -0.38 2.44
C -2.19 -0.48 3.78
C -2.83 -0.63 1.35
C -4.06 -1.24 1.56
C -4.92 -1.38 0.50
C -4.55 -0.90 -0.75
C -3.30 -0.32 -0.88
N -2.45 -0.19 0.14
C 1.42 1.15 2.41
C 2.46 1.63 3.19
C 3.51 2.29 2.57
C 3.51 2.45 1.19
C 2.45 1.92 0.48
N 1.43 1.28 1.07
H 0.66 0.69 5.09
H -3.15 -0.81 4.15
H -4.32 -1.59 2.55
H -5.89 -1.86 0.63
H -5.20 -0.97 -1.61
H -2.97 0.07 -1.83
H 2.43 1.52 4.26
H 4.33 2.69 3.16
H 4.29 2.97 0.66
H 2.40 2.03 -0.60
C -0.31 1.96 -2.52
C -0.66 0.60 -3.07
C -1.09 0.45 -4.40
C -1.31 -0.82 -4.86
C -1.13 -1.93 -4.00
C -1.35 -3.26 -4.43
C -1.21 -4.28 -3.53
C -0.87 -4.03 -2.19
C -0.65 -2.75 -1.72
S -0.30 -2.47 -0.02
C -0.76 -1.69 -2.66
N -0.52 -0.41 -2.24
H -0.89 2.77 -2.96
H 1.64 1.42 -2.53
H -0.55 2.76 -0.67
H -1.21 1.32 -5.02
H -1.62 -0.99 -5.88
H -1.63 -3.45 -5.46
H -1.37 -5.30 -3.84
H -0.79 -4.86 -1.51
O -0.70 1.88 -1.08
N 1.05 2.22 -2.75
C 1.58 3.51 -2.35
C 0.97 4.15 -1.29
N 0.34 4.55 -0.39
C 2.86 3.81 -2.83
N 3.94 4.01 -3.19
Br 2.65 -0.68 -3.51
C 3.29 -1.01 -1.76
C 4.63 -1.34 -1.63
C 5.10 -1.67 -0.38
C 4.21 -1.67 0.69
C 2.91 -1.30 0.45
N 2.44 -0.94 -0.75
H 5.27 -1.34 -2.50
H 6.14 -1.93 -0.23
H 4.52 -1.95 1.69
H 2.19 -1.31 1.27
*
```

***

# C19H36NO4

An isolated ion of composition C19H36NO4 and charge +1 (wB97M-V/def2-TZVPD, OMol25).

Calculated values
* frontier orbital gap: 9.04 eV

```
! RIJCOSX wB97M-V def2-TZVPD def2/J DEFGRID3
* xyz 1 1
C 3.72 4.08 0.50
C 4.72 3.18 -0.42
C 4.07 1.99 -0.93
C 3.56 0.90 0.20
C 2.08 0.90 0.50
H 1.78 0.40 1.60
H 1.69 1.99 1.01
O 1.20 0.59 -0.54
C -0.12 0.70 -0.39
O -0.61 1.10 0.65
C -0.86 0.34 -1.50
C -2.25 -0.40 -1.22
N -2.96 0.24 -0.42
C -4.19 -0.13 0.28
C -4.89 0.70 1.11
C -5.33 2.00 0.70
C -3.98 2.48 0.00
C -3.40 1.61 -0.94
H -2.37 2.23 -1.51
H -4.08 1.44 -1.71
H -4.32 3.55 -0.69
H -3.42 3.01 0.88
H -5.70 2.83 1.36
H -6.08 1.90 -0.02
H -5.77 0.39 1.39
H -4.12 0.92 2.07
H -3.93 -1.33 0.75
H -4.84 -0.28 -0.62
H -2.43 0.67 0.60
H -2.66 -0.85 -1.94
C -1.75 -1.64 -0.34
O -1.89 -1.83 0.78
O -1.27 -2.64 -1.07
C -0.88 -4.06 -0.54
C 0.41 -3.86 0.28
H 0.30 -3.00 1.20
C 1.61 -3.19 -0.71
C 2.95 -3.43 0.37
C 3.06 -2.82 1.52
H 2.70 -1.68 1.60
H 2.51 -3.47 2.36
H 3.96 -2.89 2.09
H 3.62 -3.05 -0.51
H 3.09 -4.66 0.17
H 1.48 -3.58 -1.61
H 1.59 -2.18 -0.67
H 0.80 -4.91 0.64
H -1.52 -4.46 0.16
H -0.69 -4.49 -1.49
H -1.07 1.03 -2.18
H -0.16 -0.56 -2.06
H 3.68 -0.05 -0.15
H 4.33 1.16 1.00
H 4.68 1.30 -1.46
H 3.14 2.07 -1.38
H 4.95 3.84 -1.08
H 5.44 2.87 0.09
H 2.66 4.31 -0.06
H 4.20 5.12 0.65
H 3.56 3.60 1.66
*
```

***

# C4H10N2O2

A 2-piece molecular cluster, C4H10N2O2 overall (wB97M-V/def2-TZVPD, OMol25).

Calculated values
* frontier orbital gap: 10.31 eV

```
! RIJCOSX wB97M-V def2-TZVPD def2/J DEFGRID3
* xyz 0 1
C 2.23 -2.59 -0.80
C 1.38 -1.40 -0.44
O 0.84 -1.31 0.65
N 1.19 -0.49 -1.43
H 2.41 -2.71 -1.87
H 1.80 -3.46 -0.32
H 0.73 0.39 -1.25
H 1.85 -0.43 -2.19
H 3.25 -2.46 -0.41
C -1.78 0.60 1.35
C -1.34 1.77 0.52
O -0.28 1.76 -0.09
N -2.12 2.87 0.54
H -2.83 0.44 1.51
H -1.21 0.70 2.28
H -1.81 3.70 0.07
H -3.06 2.89 0.90
H -1.25 -0.28 0.97
*
```

***

Calculated energy above the lowest of the compared OMol25 structures with the same formula, charge and spin in order - 67.7, 11.0, 59.9, 0.0, 100.7, 47.8, 9.9, 5.4, 110.8, 0.0, 414.6, 8.1 kcal per mole
Calculated E_tot in order - -1456.26757, -1121.53212, -611.48712, -8876.17401, -248.45528, -506.15113, -345.92997, -7393.44365, -414.66957, -5705.72342, -1100.45756, -418.44811 a.u.
Calculated highest occupied orbital energy in order - -7.8, -9.8, -11.1, -4.8, -15.2, -10.1, -13.8, -12.8, -8.6, -7.2, -11.5, -9.4 eV